{"formula": "C43H73F5MoNOPSi5Te", "method": "wB97M-V/def2-TZVPD", "species": ["C", "H", "H", "H", "C", "H", "H", "H", "C", "C", "Si", "C", "H", "C", "H", "H", "H", "C", "C", "Si", "H", "H", "H", "F", "N", "H", "H", "H", "C", "H", "H", "H", "H", "Si", "H", "H", "C", "C", "H", "C", "H", "H", "Si", "H", "H", "C", "H", "C", "H", "C", "H", "C", "C", "H", "C", "H", "H", "H", "H", "F", "H", "Te", "C", "H", "H", "H", "C", "H", "H", "H", "C", "O", "C", "H", "H", "H", "C", "F", "Si", "C", "C", "F", "H", "H", "C", "H", "C", "C", "H", "H", "H", "C", "H", "C", "H", "H", "H", "H", "C", "H", "H", "H", "C", "C", "H", "H", "H", "H", "H", "P", "C", "C", "C", "H", "C", "H", "H", "H", "H", "C", "C", "H", "C", "H", "C", "C", "C", "Mo", "H", "F", "H"], "coordinates": [[-2.46666, -2.89633, -1.82508], [-2.43839, -2.94564, -2.91587], [4.15191, -5.52798, -1.59224], [6.86524, -1.81087, -2.50525], [0.69879, -2.51448, 3.81280], [1.64612, 2.15840, -2.73803], [5.15967, 2.16541, -2.57116], [2.49784, 1.47445, 2.04102], [0.95922, 3.94837, -1.69207], [3.58591, 1.48302, 2.14038], [-0.64853, 3.08070, -1.14231], [-3.20157, 3.21850, -4.44885], [1.62025, 4.37596, 0.34310], [-1.55480, 4.09451, 0.16692], [2.49381, 3.64616, -3.19569], [6.46781, -4.89038, 0.31321], [3.62944, -0.74456, 4.24565], [-1.63171, 3.59744, 1.46992], [-2.74032, 5.59053, 2.21916], [4.33811, -3.60966, 0.00758], [0.85137, 3.34431, -3.78354], [-5.12256, -4.06235, 2.58690], [-5.86890, -2.55135, -1.14846], [0.81410, -3.82210, 4.05335], [-1.91609, -0.96219, 0.48121], [-6.23910, -0.48509, -0.63589], [-4.85928, -0.44718, -2.16824], [-4.86930, -0.37484, 2.83729], [4.98297, 1.61233, -1.64635], [5.76354, 1.89015, -0.93369], [2.77016, -1.77969, 3.10641], [-2.10692, -1.72218, 2.76797], [4.21157, -1.67398, -3.85409], [3.82784, -1.31120, -0.16393], [-3.93207, 3.90224, -4.86316], [-4.89419, 1.32614, 2.38602], [-2.90481, 2.03369, -5.10845], [-5.11179, -3.18095, 1.94083], [-5.09905, -3.33044, -2.53508], [-2.21763, 4.33342, 2.48808], [-3.04204, 1.23987, -0.22195], [-3.18839, 6.17441, 3.01322], [4.97626, -0.26116, -1.94141], [-4.85852, -3.98378, -0.92052], [7.21336, -0.91510, -1.02356], [-3.73698, -2.15616, -1.37486], [-4.56716, 1.27571, -1.10428], [-2.56853, 3.52125, -3.25254], [3.13256, -0.30269, -3.62942], [-3.91406, -0.96434, -2.32068], [4.44555, -2.13126, 3.52371], [-4.41032, 0.36798, 2.18606], [-1.36110, 1.45529, -3.35838], [3.74486, -4.09587, 2.39320], [-1.97701, 1.15675, -4.56400], [-2.80305, -4.75162, 1.96868], [-1.73676, 0.23749, -5.08477], [2.09947, 2.78761, -0.26515], [-1.86036, -3.72423, 0.88256], [0.33055, 1.47816, 3.08030], [-3.36396, -4.48893, 0.32249], [1.39959, -1.32910, -1.09076], [-6.05901, -0.28091, 0.41881], [3.82179, 1.85482, 3.14004], [-3.65639, -1.75935, 3.61731], [-6.42437, -1.12480, 1.00349], [3.44442, -4.49096, 1.42133], [-0.64400, 0.75673, -2.93501], [3.98550, 2.19798, 1.41892], [2.93718, 4.24186, -0.83482], [6.20053, -0.09224, 2.01751], [-0.24874, 1.66481, -0.42780], [0.44084, 0.14727, 3.29802], [3.67287, -5.55917, 1.41347], [-6.64842, 0.59751, 0.69263], [-1.22309, 2.61887, 1.68984], [-4.58710, 0.01572, 0.70188], [0.27815, -2.98989, 1.59579], [4.31499, -0.24223, 1.88666], [4.18118, -0.60625, -3.62328], [0.72389, 5.42312, -2.02911], [0.81298, 0.61863, 5.58561], [-3.35179, 0.46254, 2.43909], [6.49377, 0.33577, 2.97861], [-1.64342, 2.64507, -2.68336], [-3.39151, 1.79919, -6.04662], [3.73605, -1.32482, 3.32608], [-2.98499, -2.33114, 2.98003], [-1.57144, -2.36810, -1.49532], [6.61261, 0.54335, 1.23021], [-5.65556, -2.39176, 2.46038], [0.69721, -0.26185, 4.58845], [-2.65682, -3.20483, 3.54712], [-3.65855, -2.79296, 1.67520], [4.69128, -0.07334, -4.42853], [6.77327, -3.37441, -0.53737], [7.39491, -0.13030, -2.59240], [2.82215, -4.38458, -1.82134], [-2.68520, 6.09841, 0.92972], [6.67643, -1.07193, 1.93343], [-3.09316, -0.25728, -2.21332], [-2.05640, 5.77065, -1.08542], [-4.96384, -3.05900, -1.48548], [-2.09618, 5.35706, -0.08383], [-2.26044, 3.92918, 3.49210], [-5.64778, -3.43189, 1.02561], [0.36087, 5.97561, -1.16020], [4.42556, -4.01240, -2.45758], [-2.80397, 4.45108, -2.74608], [-3.40613, -1.44316, 0.36727], [0.28592, -0.69976, 2.20045], [1.96475, 3.83384, -0.54215], [-2.87347, -4.01245, 1.16842], [-2.41824, -3.91604, -1.44910], [3.89220, -4.46768, -1.61973], [6.52922, -3.37434, 1.21057], [-3.90492, -1.32394, -3.35171], [-4.40040, 2.15032, 0.41145], [4.02733, 1.94440, -1.23817], [-4.12399, 1.23414, -0.11198], [1.51853, 3.22961, -2.92665], [2.36120, -4.38355, 1.33449], [0.43571, -2.05010, 2.54080], [-3.09583, 7.07735, 0.71597], [6.20300, -3.83123, 0.27363], [6.78265, -0.83403, -2.02427], [0.83244, -1.61350, 4.85444], [-0.30636, -0.01137, 0.31759], [-0.00340, 5.52954, -2.83987], [1.08773, -2.03577, 6.08559], [1.65988, 5.88637, -2.35578]], "fmax_ev_per_a": 3.0, "orbital_gap_ev": [6.815, 6.885], "total_charge": 0, "e_tot_ev": -120732.575}